Formula: C5H55N2O22
Source: OMol25
Level of theory: ωB97M-V with the def2-TZVPD basis set

Geometry as XYZ:
```
84
C5H55N2O22, DFT ωB97M-V with the def2-TZVPD basis set
C -2.7954 1.0418 -0.8692
N -1.5023 1.4307 -1.4511
C -0.4179 1.4982 -0.7837
C 0.7051 2.0094 -1.6042
C 0.0640 2.3710 -2.9613
C -1.3349 1.7314 -2.8939
N -2.4948 2.3132 -3.4821
H -3.4900 0.8293 -1.6751
H -2.6241 0.2062 -0.2002
H -3.1981 1.8837 -0.3056
H -0.3170 1.2367 0.2642
H 1.6236 1.4283 -1.5736
H 0.9718 2.9507 -1.1073
H 0.6083 2.0526 -3.8462
H -0.0013 3.4584 -3.0433
H -1.2452 0.7405 -3.3638
H -2.6160 3.2974 -3.2357
H -2.3742 2.2716 -4.4899
O -1.8330 4.7959 -0.6749
H -2.7231 4.8188 -0.2920
H -1.6953 3.8816 -0.9295
O -1.9090 -0.8995 1.6082
H -2.0117 -0.9469 2.5763
H -1.0514 -1.3076 1.4435
O 1.3012 -0.2546 1.2850
H 1.0718 -0.3664 0.3507
H 2.0567 0.3487 1.2818
O -2.8915 -0.5738 4.2533
H -3.6490 0.0123 4.1664
H -3.2800 -1.4249 4.5120
O 3.6163 -1.9353 2.3939
H 4.3688 -1.3719 2.1832
H 2.8465 -1.4820 2.0214
O -4.0074 -2.9494 5.5750
H -4.1967 -3.2244 6.4831
H -3.4440 -3.6563 5.2458
O 5.1685 -4.2181 1.2394
H 4.6213 -3.4266 1.3426
H 4.5603 -4.9611 1.3804
O 7.4704 -6.0389 0.5132
H 8.1174 -5.7908 -0.1530
H 6.8913 -5.2702 0.6132
O -1.9543 0.7848 -6.0362
H -1.0964 0.3512 -6.0800
H -2.4750 0.3472 -6.7227
O -3.7103 5.4322 1.3807
H -4.0657 5.1500 2.2306
H -2.8126 5.7293 1.5951
O 5.7852 -2.6952 -1.3643
H 5.5699 -3.1665 -0.5461
H 6.7428 -2.6127 -1.3490
O -4.8507 0.5308 -6.4241
H -4.2626 0.4002 -5.6716
H -5.7310 0.4004 -6.0581
O -1.7337 7.0221 3.0296
H -1.0218 7.3067 2.4465
H -2.4239 7.6838 2.9038
O 1.0063 -1.2621 -1.5305
H 1.6183 -2.0134 -1.4738
H 0.9927 -1.0442 -2.4664
O 4.6018 -6.9881 1.7313
H 5.5494 -7.0732 1.5619
H 4.4849 -7.3163 2.6283
O -3.0484 5.3044 -3.7357
H -3.4416 5.3479 -4.6141
H -2.3039 5.9139 -3.7648
O -2.7367 -2.7524 -0.8033
H -1.7944 -2.9458 -0.8181
H -2.8291 -2.0558 -0.1423
O -6.2001 7.2192 0.6952
H -5.3955 6.7347 0.9097
H -6.6131 6.7178 -0.0132
O 9.3459 -7.9154 2.0360
H 10.1591 -7.4565 1.8103
H 8.6388 -7.3519 1.6990
O 1.9931 2.8959 1.3828
H 1.1043 2.9271 1.7532
H 2.1398 3.7771 1.0233
O -2.9866 -3.6864 8.1407
H -2.0458 -3.8867 8.1231
H -3.0772 -3.0082 8.8180
O 3.1511 -3.2905 -2.2672
H 2.8294 -3.2289 -3.1720
H 4.0612 -2.9581 -2.3008
```

Computed properties:
frontier orbital gap: 0.326 Ha
LUMO energy: -0.1230 Eh
E_HOMO: -12.2 eV
net charge: +1
2S+1: 1


Formula: C5H5AgO
Source: OMol25
Level of theory: ωB97M-V with the def2-TZVPD basis set

Geometry as XYZ:
```
12
C5H5AgO, DFT ωB97M-V with the def2-TZVPD basis set
C -0.0954 1.0776 -2.0174
C -1.1309 0.5833 -2.6542
C 0.0452 -0.3823 -2.2852
O 0.0057 -1.2632 -1.2504
Ag 0.4011 -0.8907 0.5595
H -0.3954 2.1367 -1.6814
H -1.8876 0.7213 -3.4241
H 0.6907 -0.7299 -3.1083
C 0.5039 -0.5388 2.7534
C 0.5886 -0.3111 4.0068
H 0.9140 -1.0963 4.7053
H 0.3599 0.6933 4.3960
```

Computed properties:
frontier orbital gap (spin up / spin down): 0.325 / 0.274 Ha
LUMO energy (spin up / spin down): -0.1965 / -0.2523 Eh
E_HOMO (spin up / spin down): -14.2 / -14.3 eV
net charge: +1
2S+1: 2